# 1
Computed, not measured: 6 unconnected molecules or ions with the total composition C2H14O6, with wB97M-V/def2-TZVPD.

Positions of all 22 atoms, in Å:
O1 -0.8596 2.9385 0.6093
C1 -0.7897 2.0059 1.3669
C2 -0.1208 0.7089 0.9678
H1 -1.2731 2.0642 2.3585
H2 -0.2014 0.5309 -0.0977
H3 -0.7730 -0.0203 1.4704
H4 0.8516 0.6235 1.4356
H5 -2.6419 -0.1673 -0.1583
H6 -2.8877 -1.6827 -0.1710
O2 -3.1546 -0.8665 0.2624
H7 2.4954 -0.0865 -2.8920
H8 1.3437 -0.6935 -2.1072
O3 1.8045 0.1391 -2.2621
H9 0.6838 -2.6001 1.1004
H10 -0.8011 -2.6609 0.7513
O4 0.0227 -3.1363 0.6524
H11 3.5724 -1.0867 1.2141
H12 2.1164 -0.4282 0.9873
O5 2.6586 -1.2185 0.9702
H13 -1.2063 2.4706 -2.2002
H14 0.0593 1.6060 -2.0886
O6 -0.8993 1.5599 -2.1695

Frontier orbital gap ... 10.47 eV
Energy ... -14585.440 eV
Total charge ... 0
Molecular weight ... 134.128 u
Relative energy (zero: lowest compared OMol25 entry of this formula, charge and spin) ... 12.96 kcal/mol
HOMO ... -10.10 eV
SMILES ... CC=O.O.O.O.O.O
Spin multiplicity ... 1
E_LUMO ... 0.4 eV
F_max ... 2.06 eV/Å

Atom charges from the Mulliken analysis, given in e for atoms 1 to 5:
1 O -0.44
2 C -0.10
3 C -0.76
4 H 0.35
5 H 0.33

***

# 2
Computed, not measured: C3H4IN2OP in the gas phase, with wB97M-V/def2-TZVPD.

Positions of all 12 atoms, in Å:
C1 -1.2201 -0.3275 -1.0420
C2 -1.1447 0.9933 -0.5165
C3 -0.0550 -0.9604 -1.1928
N1 -0.0275 1.5930 -0.3881
N2 1.9204 -0.3323 0.5340
O1 0.2724 2.6264 0.1488
P1 1.4044 0.1699 -0.9656
I1 0.2641 -2.9266 -1.8075
H1 -2.2212 -0.7115 -1.3424
H2 -2.0978 1.3803 -0.2004
H3 1.3430 -0.8436 1.0590
H4 2.7118 0.0736 1.0296

Frontier orbital gap (alpha / beta) ... 8.04 / 8.04 eV
Energy ... -25590.016 eV
Total charge ... 0
Molecular weight ... 241.956 u
Relative energy (zero: lowest compared OMol25 entry of this formula, charge and spin) ... 1.82 kcal/mol
HOMO (alpha / beta) ... -8.13 / -8.13 eV
Spin multiplicity ... 1
E_LUMO (alpha / beta) ... -0.1 / -0.1 eV
F_max ... 4.36 eV/Å

Atom charges from the Mulliken analysis, given in e for atoms 1 to 5:
1 C -0.31
2 C -0.13
3 C -0.26
4 N 0.35
5 N -0.36

***

# 3
Computed, not measured: 2 unconnected molecules or ions with the total composition C5H8ClO, with wB97M-V/def2-TZVPD.

Positions of all 15 atoms, in Å:
H1 -1.0825 0.1722 3.1439
C1 -2.0704 0.4202 2.6860
H2 -2.3435 1.4659 2.3630
C2 0.8601 0.6208 -1.3612
C3 1.1596 1.2592 0.0031
C4 0.5567 -0.8521 -1.1119
C5 0.2598 -1.8796 -1.9271
O1 0.7760 1.2005 -2.4346
Cl1 -2.9498 -0.8355 2.0325
H3 1.1361 0.5433 0.8458
H4 2.1837 1.5633 -0.0165
H5 0.5242 2.1330 0.2453
H6 0.6449 -1.1184 -0.0496
H7 0.1039 -2.8255 -1.4110
H8 0.2412 -1.8673 -3.0077

Frontier orbital gap (alpha / beta) ... 8.66 / 9.68 eV
Energy ... -19881.376 eV
Total charge ... 0
Molecular weight ... 119.571 u
Relative energy (zero: lowest compared OMol25 entry of this formula, charge and spin) ... 0.00 kcal/mol
HOMO (alpha / beta) ... -8.52 / -9.84 eV
Spin multiplicity ... 2
E_LUMO (alpha / beta) ... 0.1 / -0.2 eV
F_max ... 2.00 eV/Å

Atom charges from the Mulliken analysis, given in e for atoms 1 to 5:
1 H 0.30
2 C -0.49
3 H 0.29
4 C 0.80
5 C -0.91

***

# 4
Computed, not measured: C2H3N3O in the gas phase, with wB97M-V/def2-TZVPD.

Positions of all 9 atoms, in Å:
N1 -1.3001 0.0332 0.4232
C1 -0.3753 -0.7130 -0.2752
C2 0.9711 -0.1369 -0.4223
N2 1.3855 0.8493 0.3174
N3 1.7379 1.7088 0.9690
O1 -0.6258 -1.8144 -0.7289
H1 -2.2321 -0.3559 0.3899
H2 -1.2553 1.0413 0.3950
H3 1.6942 -0.6124 -1.0680

Frontier orbital gap ... 9.54 eV
Energy ... -8639.219 eV
Total charge ... 0
Molecular weight ... 85.066 u
Relative energy (zero: lowest compared OMol25 entry of this formula, charge and spin) ... 29.41 kcal/mol
HOMO ... -9.22 eV
Spin multiplicity ... 1
E_LUMO ... 0.3 eV
F_max ... 1.40 eV/Å

Atom charges from the Mulliken analysis, given in e for atoms 1 to 5:
1 N -0.45
2 C 0.43
3 C -0.15
4 N 0.46
5 N -0.56